[1]
6
Properties=species:S:1:pos:R:3 method="wB97M-V/def2-TZVPD" e_lumo_ev=0.75 homo_energy_ev=-11.8 total_charge=0 smiles=CC#N relative_energy_ev=0.382
C 1.176 -0.009 0.031
C -0.303 0.119 -0.070
N -1.437 -0.051 0.045
H 1.679 -0.503 0.867
H 1.387 -0.709 -0.845
H 1.752 0.910 -0.105

[2]
46
Properties=species:S:1:pos:R:3 method="wB97M-V/def2-TZVPD" e_lumo_ev=-3.49 homo_energy_ev=-11.6 total_charge=+1
In 0.962 1.627 0.242
C 2.944 1.986 -1.746
C 2.643 1.239 -2.888
C 1.457 1.744 -3.436
C 0.922 2.727 -2.599
C 1.780 2.804 -1.415
H 3.859 1.889 -1.201
H 3.233 0.438 -3.336
H 1.097 1.552 -4.417
H 0.071 3.364 -2.807
H 1.970 3.740 -0.917
O 1.618 3.223 3.542
N 1.364 2.632 2.569
O 0.334 2.894 1.887
O 2.112 1.699 2.083
C -1.831 0.565 -1.662
C -1.167 -0.788 -1.304
C 0.029 -1.188 -2.185
P -0.589 -0.496 0.411
C -2.081 -0.157 1.527
C -1.639 0.412 2.939
C -2.894 -1.437 1.481
C 0.193 -1.917 1.280
C -0.083 -3.228 0.606
C 1.728 -1.698 1.585
H -2.779 0.537 -2.251
H -1.085 1.061 -2.326
H -2.011 1.301 -0.923
H -1.935 -1.565 -1.232
H 0.975 -0.598 -2.098
H -0.339 -1.141 -3.226
H 0.321 -2.262 -2.023
H -2.760 0.627 1.122
H -0.652 0.032 3.245
H -2.316 0.094 3.741
H -1.663 1.478 2.886
H -2.312 -2.369 1.702
H -3.309 -1.590 0.413
H -3.769 -1.529 2.133
H -0.288 -1.899 2.252
H 0.788 -3.582 0.021
H -0.972 -3.115 -0.042
H -0.246 -3.989 1.391
H 2.163 -1.170 0.758
H 2.231 -2.666 1.663
H 1.926 -1.279 2.556

[3]
15
Properties=species:S:1:pos:R:3 method="wB97M-V/def2-TZVPD" e_lumo_ev="-1.17 / -1.17" homo_energy_ev="-9.3 / -9.3" total_charge=0 relative_energy_ev=0.134
C 2.079 0.095 -0.743
C 1.093 0.216 0.420
C 0.118 -0.919 0.564
C -2.126 0.661 -0.140
O -2.320 -1.981 -0.029
F -3.389 0.671 -0.433
F -1.548 1.750 -0.604
F -2.112 0.805 1.219
P -1.307 -1.036 -0.302
H 1.460 0.044 -1.668
H 2.828 -0.758 -0.566
H 2.803 0.968 -0.603
H 1.726 0.227 1.444
H 0.400 1.111 0.398
H 0.294 -1.853 1.042

[4]
114
Properties=species:S:1:pos:R:3 method="wB97M-V/def2-TZVPD" e_lumo_ev=-6.20 homo_energy_ev=-12.4 total_charge=+2
Au 0.012 -0.101 -0.407
C -5.050 3.049 -1.996
C -4.322 4.053 -1.373
C -3.146 3.758 -0.708
C -2.711 2.433 -0.659
C -3.435 1.426 -1.295
C -4.605 1.735 -1.962
P -1.289 1.890 0.319
C -0.120 3.245 0.485
C 0.588 3.409 1.676
C 1.521 4.423 1.778
C 1.776 5.247 0.691
C 1.098 5.061 -0.505
C 0.152 4.061 -0.615
C -1.930 1.568 1.977
C -3.024 2.303 2.429
C -3.515 2.070 3.700
C -2.942 1.092 4.501
C -1.858 0.361 4.040
C -1.325 0.599 2.779
Si 0.153 -0.377 2.087
C 1.823 0.250 2.710
C 2.105 0.320 4.069
C 3.372 0.658 4.515
C 4.390 0.887 3.601
C 4.127 0.826 2.246
C 2.834 0.556 1.800
P 2.552 0.516 0.002
C 3.488 1.916 -0.680
C 3.680 1.954 -2.065
C 4.314 3.029 -2.653
C 4.771 4.076 -1.868
C 4.566 4.056 -0.498
C 3.901 2.998 0.095
C 3.533 -0.975 -0.347
C 3.090 -2.162 0.241
C 3.819 -3.325 0.087
C 4.982 -3.314 -0.669
C 5.425 -2.137 -1.250
C 4.708 -0.964 -1.089
C -0.233 -2.204 2.375
C 0.273 -2.944 3.439
C -0.173 -4.233 3.678
C -1.144 -4.798 2.863
C -1.624 -4.095 1.773
C -1.154 -2.810 1.521
P -1.779 -1.983 0.024
C -3.570 -2.224 0.225
C -4.318 -3.232 -0.378
C -5.672 -3.321 -0.113
C -6.287 -2.406 0.728
C -5.538 -1.412 1.343
C -4.184 -1.321 1.093
C -1.261 -3.108 -1.286
C -1.986 -3.129 -2.477
C -1.606 -3.986 -3.494
C -0.498 -4.806 -3.334
C 0.256 -4.741 -2.171
C -0.112 -3.886 -1.150
H -5.966 3.290 -2.511
H -4.677 5.071 -1.401
H -2.580 4.540 -0.219
H -3.068 0.405 -1.252
H -5.170 0.959 -2.454
H 0.384 2.761 2.518
H 2.051 4.568 2.708
H 2.503 6.038 0.774
H 1.306 5.694 -1.354
H -0.396 3.914 -1.536
H -3.477 3.043 1.783
H -4.350 2.651 4.060
H -3.342 0.898 5.485
H -1.423 -0.407 4.661
H 1.324 0.096 4.782
H 3.572 0.713 5.574
H 5.390 1.107 3.942
H 4.921 0.979 1.528
H 3.344 1.132 -2.679
H 4.451 3.052 -3.722
H 5.278 4.909 -2.324
H 4.931 4.867 0.115
H 3.725 3.009 1.161
H 2.185 -2.158 0.838
H 3.491 -4.237 0.567
H 5.549 -4.223 -0.796
H 6.339 -2.125 -1.824
H 5.073 -0.046 -1.521
H 1.021 -2.504 4.084
H 0.224 -4.796 4.509
H -1.518 -5.790 3.067
H -2.364 -4.536 1.121
H -3.851 -3.955 -1.031
H -6.247 -4.114 -0.567
H -7.349 -2.470 0.902
H -6.012 -0.709 2.011
H -3.583 -0.560 1.571
H -2.843 -2.476 -2.591
H -2.176 -4.022 -4.411
H -0.205 -5.480 -4.125
H 1.131 -5.364 -2.058
H 0.479 -3.832 -0.247
C -1.047 -0.497 -4.210
P 0.187 -0.102 -2.917
C 1.606 -1.072 -3.527
C 0.579 1.615 -3.412
H -0.689 -0.098 -5.162
H -2.010 -0.044 -3.971
H -1.160 -1.577 -4.280
H 1.845 -0.768 -4.547
H 1.323 -2.127 -3.518
H 2.477 -0.941 -2.882
H 1.062 1.600 -4.391
H 1.218 2.121 -2.688
H -0.362 2.161 -3.487

[5]
79
Properties=species:S:1:pos:R:3 method="wB97M-V/def2-TZVPD" e_lumo_ev=-9.51 homo_energy_ev=-16.4 total_charge=+3
La 0.529 -0.109 -0.475
P 0.202 -0.172 -3.273
P -2.260 -1.292 -0.392
P 2.516 1.640 0.867
H -0.734 -3.522 3.318
C -0.156 -2.612 3.519
C -0.619 -1.577 4.245
H -1.620 -1.562 4.688
C 0.654 -1.938 -3.541
C -1.101 0.148 -4.520
C 1.663 0.653 -4.018
C -3.023 -1.720 1.208
C -3.617 -0.445 -1.301
C -2.109 -2.922 -1.236
C 2.606 1.784 2.710
C 3.181 3.315 0.573
C 3.926 0.504 0.522
H 0.816 -2.580 3.016
H -0.036 -0.656 4.426
H 1.535 -1.995 -4.195
H -0.174 -2.463 -4.028
H 0.883 -2.494 -2.610
H -0.659 0.319 -5.515
H -1.660 1.053 -4.238
H -1.819 -0.685 -4.582
H 1.589 0.581 -5.112
H 2.591 0.174 -3.670
H 1.673 1.710 -3.718
H -3.577 -2.666 1.163
H -3.713 -0.925 1.510
H -2.238 -1.801 1.972
H -4.416 -1.136 -1.612
H -3.183 0.044 -2.187
H -4.046 0.344 -0.663
H -3.041 -3.507 -1.183
H -1.301 -3.495 -0.753
H -1.830 -2.783 -2.292
H 3.627 1.587 3.079
H 1.903 1.093 3.201
H 2.326 2.819 2.972
H 4.234 3.395 0.880
H 2.578 4.005 1.182
H 3.087 3.587 -0.485
H 4.891 0.931 0.840
H 3.967 0.264 -0.553
H 3.744 -0.454 1.037
C 3.468 -2.910 -0.348
C 3.485 -3.785 -1.429
C 4.615 -4.609 -1.621
C 5.595 -4.643 -0.615
C 5.508 -3.865 0.535
C 4.417 -2.968 0.690
O 2.489 -1.854 -0.508
H 1.923 -2.180 -1.270
H 2.619 -3.854 -2.084
H 4.666 -5.218 -2.535
H 6.412 -5.378 -0.729
H 6.287 -3.974 1.309
H 4.286 -2.426 1.611
C -3.530 1.538 2.715
C -2.450 2.602 2.671
N -1.715 2.637 1.384
C -2.243 2.543 0.147
S -1.218 2.081 -1.185
N -3.564 2.840 -0.028
C -4.316 3.922 0.657
C -3.628 5.268 0.737
H -4.147 1.467 1.812
H -4.200 1.727 3.562
H -3.097 0.549 2.892
H -2.866 3.592 2.901
H -1.719 2.367 3.461
H -0.728 2.879 1.392
H -3.896 2.643 -0.971
H -5.265 4.052 0.121
H -4.582 3.618 1.671
H -3.095 5.508 -0.183
H -4.374 6.060 0.885
H -2.924 5.334 1.573

[6]
8
Properties=species:S:1:pos:R:3 method="wB97M-V/def2-TZVPD" e_lumo_ev=-1.80 homo_energy_ev=-9.3 total_charge=0 smiles="O=C(S)C(=S)S" relative_energy_ev=1.431
O -0.975 -1.801 -0.062
C -0.777 -0.586 -0.178
S -2.116 0.253 0.065
C 0.540 0.229 -0.189
S 0.858 1.788 -0.003
S 1.868 -0.974 0.051
H -1.527 1.543 0.330
H 0.979 -2.072 0.556

The calculation returns the following maximum force values, one per record and in order: 2.5 3.0 5.0 1.4 2.3 6.0 eV Å⁻¹.